(1)
{"formula": "C2HBrClN", "method": "the ωB97M-V functional and the def2-TZVPD basis", "elements": ["N", "C", "C", "Cl", "Br", "H"], "coordinates": [[0.647, 2.185, -0.326], [0.430, 1.089, -0.167], [0.025, -0.639, 0.056], [0.175, -0.825, 1.841], [-1.770, -0.518, -0.687], [0.494, -1.291, -0.715]], "smiles": "N#C[C@@H](Cl)Br", "gap_ev": 10.93}

=====

(2)
{"formula": "C48H53B4Br2F3O4", "method": "the ωB97M-V functional and the def2-TZVPD basis", "elements": ["C", "C", "B", "O", "B", "O", "B", "O", "B", "C", "C", "C", "F", "Br", "C", "F", "F", "Br", "O", "H", "H", "H", "H", "H", "H", "H", "H", "H", "H", "H", "C", "C", "C", "C", "C", "C", "H", "H", "H", "H", "H", "H", "C", "C", "C", "C", "C", "C", "H", "H", "H", "H", "H", "H", "C", "C", "C", "C", "C", "C", "H", "H", "H", "H", "H", "H", "C", "C", "C", "C", "C", "C", "H", "H", "H", "H", "H", "H", "C", "C", "C", "C", "C", "C", "H", "H", "H", "H", "H", "H", "C", "C", "C", "C", "C", "C", "H", "H", "H", "H", "H", "H", "C", "C", "C", "C", "C", "C", "H", "H", "H", "H", "H", "H"], "coordinates": [[6.266, 1.096, -1.622], [5.849, 0.394, -2.940], [4.323, 0.617, -3.294], [3.941, 1.746, -3.946], [3.121, -0.484, -2.825], [2.511, -1.371, -3.703], [1.650, -2.262, -3.084], [0.779, -1.783, -2.133], [1.270, -0.653, -1.507], [0.340, 0.431, -0.870], [-0.784, 0.893, -1.814], [-0.469, 2.117, -2.643], [0.502, 1.852, -3.564], [-2.112, 2.534, -3.662], [-0.075, 3.383, -1.830], [-0.676, 3.347, -0.628], [-0.454, 4.520, -2.448], [1.844, 3.544, -1.605], [2.656, -0.533, -1.506], [6.250, 0.407, -0.789], [7.293, 1.426, -1.731], [5.653, 1.965, -1.406], [6.060, -0.663, -2.818], [6.440, 0.772, -3.773], [4.639, 2.401, -3.995], [1.727, -3.413, -3.362], [0.956, 1.238, -0.494], [-0.134, -0.016, 0.002], [-1.003, 0.108, -2.529], [-1.692, 1.074, -1.256], [2.028, -5.863, 1.218], [2.525, -5.592, 2.485], [2.767, -4.280, 2.871], [2.514, -3.240, 1.988], [2.024, -3.513, 0.719], [1.780, -4.823, 0.333], [1.838, -6.885, 0.918], [2.723, -6.403, 3.173], [3.153, -4.069, 3.860], [2.702, -2.217, 2.289], [1.849, -2.708, 0.020], [1.402, -5.032, -0.660], [-4.842, 1.864, -0.225], [-3.878, 2.423, 0.601], [-3.973, 2.270, 1.978], [-5.034, 1.565, 2.527], [-6.005, 1.015, 1.701], [-5.907, 1.163, 0.325], [-4.765, 1.970, -1.301], [-3.055, 2.978, 0.173], [-3.219, 2.704, 2.623], [-5.109, 1.447, 3.600], [-6.836, 0.471, 2.130], [-6.661, 0.733, -0.322], [-6.203, -1.783, -4.905], [-6.205, -1.423, -6.245], [-5.336, -0.443, -6.703], [-4.465, 0.180, -5.820], [-4.468, -0.175, -4.479], [-5.335, -1.158, -4.021], [-6.876, -2.552, -4.550], [-6.884, -1.908, -6.934], [-5.336, -0.165, -7.749], [-3.783, 0.941, -6.177], [-3.791, 0.316, -3.791], [-5.330, -1.439, -2.975], [-3.089, -3.899, 0.438], [-4.229, -4.651, 0.193], [-5.383, -4.035, -0.268], [-5.398, -2.664, -0.481], [-4.260, -1.909, -0.233], [-3.105, -2.528, 0.224], [-2.190, -4.378, 0.798], [-4.218, -5.720, 0.364], [-6.272, -4.623, -0.460], [-6.300, -2.182, -0.839], [-4.276, -0.840, -0.394], [-2.217, -1.942, 0.421], [6.695, 3.511, 1.544], [7.696, 3.955, 2.396], [7.604, 3.720, 3.760], [6.509, 3.042, 4.275], [5.506, 2.601, 3.425], [5.598, 2.834, 2.060], [6.773, 3.691, 0.479], [8.550, 4.487, 1.996], [8.387, 4.066, 4.423], [6.438, 2.856, 5.339], [4.651, 2.073, 3.826], [4.811, 2.489, 1.402], [6.096, -2.100, -0.669], [7.402, -2.126, -1.137], [8.286, -3.087, -0.668], [7.864, -4.019, 0.270], [6.559, -3.989, 0.742], [5.675, -3.030, 0.271], [5.401, -1.354, -1.035], [7.732, -1.397, -1.867], [9.305, -3.110, -1.033], [8.554, -4.770, 0.634], [6.229, -4.713, 1.476], [4.659, -3.004, 0.636], [-6.676, 4.226, 4.260], [-7.964, 4.505, 4.694], [-8.182, 4.922, 5.999], [-7.112, 5.058, 6.872], [-5.824, 4.774, 6.441], [-5.606, 4.359, 5.134], [-6.503, 3.904, 3.241], [-8.798, 4.397, 4.013], [-9.187, 5.142, 6.337], [-7.282, 5.385, 7.890], [-4.990, 4.877, 7.122], [-4.602, 4.139, 4.796]], "smiles": "CCB(O)B1OBOB(CC[C@@](F)(Br)C(F)(F)Br)O1.c1ccccc1.c1ccccc1.c1ccccc1.c1ccccc1.c1ccccc1.c1ccccc1.c1ccccc1", "gap_ev": 9.43}

=====

(3)
{"formula": "CH2N2O3Si", "method": "the ωB97M-V functional and the def2-TZVPD basis", "elements": ["C", "N", "N", "O", "O", "O", "Si", "H", "H"], "coordinates": [[0.025, -1.176, -1.510], [0.432, -2.044, -2.196], [0.381, 2.285, 0.249], [1.036, 2.590, -0.669], [-0.395, 1.162, 0.084], [0.042, -1.336, 1.612], [-1.100, 0.360, -1.254], [0.144, -0.433, 1.344], [-0.564, -1.406, 2.340]], "gap_ev": 8.52}

=====

(4)
{"formula": "C5H9NO2", "method": "the ωB97M-V functional and the def2-TZVPD basis", "elements": ["C", "N", "C", "C", "C", "O", "C", "O", "H", "H", "H", "H", "H", "H", "H", "H", "H"], "coordinates": [[-0.502, -0.523, -1.966], [0.502, 0.184, -1.151], [0.629, -0.259, 0.249], [-0.208, 0.639, 1.256], [-1.645, 0.308, 1.219], [-2.560, 1.133, 1.201], [2.075, -0.260, 0.634], [2.459, -0.635, 1.782], [-0.918, -1.395, -1.460], [-1.329, 0.090, -2.230], [-0.009, -0.904, -2.866], [0.267, 1.164, -1.215], [0.153, -1.245, 0.352], [0.305, 0.517, 2.217], [-0.029, 1.682, 0.965], [-1.906, -0.757, 1.102], [2.715, 0.261, -0.089]], "spin_multiplicity": 2, "total_charge": -1, "gap_ev": [3.79, 7.72], "s2": 0.758}

=====

(5)
{"formula": "H8O4", "method": "the ωB97M-V functional and the def2-TZVPD basis", "elements": ["O", "H", "H", "O", "H", "H", "O", "H", "H", "O", "H", "H"], "coordinates": [[21.652, 3.229, 20.040], [22.252, 2.969, 20.739], [22.194, 3.733, 19.434], [22.008, 1.374, 18.624], [22.460, 2.124, 18.236], [22.289, 0.626, 18.098], [22.770, 3.043, 17.720], [22.187, 3.766, 17.487], [23.649, 3.378, 17.544], [21.546, 4.282, 15.773], [20.955, 4.803, 15.229], [21.871, 3.598, 15.188]], "gap_ev": 9.36}

=====

(6)
{"formula": "H10O5", "method": "the ωB97M-V functional and the def2-TZVPD basis", "elements": ["O", "H", "H", "O", "H", "H", "O", "H", "H", "O", "H", "H", "O", "H", "H"], "coordinates": [[-20.013, -8.360, 21.947], [-20.373, -8.709, 22.762], [-20.242, -9.012, 21.284], [-18.589, -8.490, 26.854], [-18.078, -7.688, 26.961], [-17.934, -9.186, 26.798], [-22.857, -8.520, 25.292], [-22.006, -8.780, 24.939], [-23.414, -8.412, 24.521], [-18.452, -11.978, 24.416], [-17.717, -12.591, 24.389], [-18.198, -11.271, 23.823], [-20.348, -8.972, 24.676], [-19.897, -8.426, 25.319], [-20.151, -9.870, 24.942]], "smiles": "O.O.O.O.O", "gap_ev": 10.81}

=====

| no. | calculated total energy (eV) |
| --- | --- |
| 1 | -86142.8662 |
| 2 | -209776.6523 |
| 3 | -18065.8889 |
| 4 | -10914.1565 |
| 5 | -8317.2031 |
| 6 | -10399.9125 |